{"formula": "C24H60BF4N4Na2O8", "method": "ωB97M-V with the def2-TZVPD basis set", "symbols": ["Na", "Na", "B", "F", "F", "F", "F", "C", "O", "C", "C", "N", "C", "C", "O", "C", "H", "H", "H", "H", "H", "H", "H", "H", "H", "H", "H", "H", "H", "H", "H", "C", "O", "C", "C", "N", "C", "C", "O", "C", "H", "H", "H", "H", "H", "H", "H", "H", "H", "H", "H", "H", "H", "H", "H", "C", "O", "C", "C", "N", "C", "C", "O", "C", "H", "H", "H", "H", "H", "H", "H", "H", "H", "H", "H", "H", "H", "H", "H", "C", "O", "C", "C", "N", "C", "C", "O", "C", "H", "H", "H", "H", "H", "H", "H", "H", "H", "H", "H", "H", "H", "H", "H"], "xyz": [[-1.600, -0.528, 3.073], [-0.734, -2.759, 0.228], [-0.833, 0.396, 0.496], [0.231, -0.298, 1.096], [-0.411, 1.237, -0.500], [-1.689, -0.580, -0.093], [-1.475, 1.112, 1.515], [2.390, -4.396, -6.498], [2.423, -3.334, -7.443], [1.376, -2.388, -7.304], [1.527, -1.511, -6.038], [2.714, -0.687, -6.137], [3.083, 0.021, -4.906], [2.015, 1.033, -4.519], [1.055, 0.495, -3.605], [-0.281, 0.915, -3.787], [3.312, -4.962, -6.614], [1.568, -5.057, -6.789], [2.309, -4.031, -5.475], [0.419, -2.891, -7.117], [1.408, -1.800, -8.215], [1.605, -2.223, -5.205], [0.608, -0.938, -5.923], [3.515, -1.225, -6.443], [4.014, 0.567, -5.070], [3.324, -0.744, -4.154], [1.483, 1.303, -5.433], [2.493, 1.897, -4.054], [-0.987, 0.082, -3.779], [-0.525, 1.509, -4.672], [-0.501, 1.535, -2.913], [1.018, 3.942, -1.321], [0.244, 4.934, -0.682], [-0.689, 4.406, 0.259], [-2.007, 4.061, -0.398], [-3.009, 3.612, 0.596], [-4.359, 3.274, 0.120], [-4.470, 1.806, -0.316], [-4.288, 1.663, -1.702], [-3.561, 0.530, -2.100], [1.845, 4.384, -1.882], [0.474, 3.307, -2.016], [1.549, 3.333, -0.582], [-0.828, 5.265, 0.922], [-0.248, 3.655, 0.920], [-1.877, 3.343, -1.215], [-2.488, 4.953, -0.803], [-2.667, 2.766, 1.044], [-4.654, 3.917, -0.713], [-5.064, 3.551, 0.905], [-5.475, 1.429, -0.079], [-3.785, 1.271, 0.355], [-2.478, 0.663, -2.040], [-3.787, 0.417, -3.165], [-3.892, -0.399, -1.625], [0.754, 1.667, 3.605], [-0.069, 1.879, 4.762], [0.259, 1.055, 5.892], [-1.039, 0.668, 6.572], [-1.784, -0.381, 5.848], [-2.909, -0.941, 6.553], [-3.939, 0.013, 7.110], [-5.176, -0.637, 7.314], [-6.154, 0.181, 7.884], [0.427, 2.438, 2.914], [0.538, 0.699, 3.144], [1.793, 1.735, 3.930], [0.943, 1.689, 6.468], [0.928, 0.209, 5.677], [-1.759, 1.433, 6.862], [-0.719, 0.283, 7.555], [-1.047, -0.985, 5.505], [-2.648, -1.543, 7.440], [-3.394, -1.761, 6.013], [-4.057, 0.921, 6.504], [-3.672, 0.370, 8.113], [-6.248, 1.183, 7.447], [-5.898, 0.400, 8.932], [-7.128, -0.297, 7.867], [0.566, -4.420, -2.882], [0.738, -3.205, -2.158], [1.760, -2.345, -2.643], [2.020, -1.239, -1.636], [3.078, -1.664, -0.721], [3.293, -1.036, 0.576], [4.588, -1.520, 1.204], [4.465, -1.527, 2.629], [5.733, -1.790, 3.221], [1.383, -4.518, -3.606], [-0.405, -4.317, -3.369], [0.656, -5.376, -2.356], [1.607, -1.928, -3.643], [2.676, -2.937, -2.760], [1.075, -1.035, -1.111], [2.278, -0.271, -2.064], [2.954, -2.652, -0.514], [2.524, -1.414, 1.267], [3.300, 0.040, 0.409], [5.343, -0.768, 0.942], [4.944, -2.507, 0.891], [6.522, -1.141, 2.842], [6.033, -2.836, 3.081], [5.528, -1.707, 4.289]], "atomic_forces_ev_per_a": [[-0.109, 0.941, 0.442], [0.441, 0.529, -0.955], [0.444, 1.135, -1.589], [0.016, -0.989, 0.498], [0.083, -0.148, 0.331], [-0.174, -0.908, 0.848], [-0.546, -0.503, 0.501], [-0.055, 0.168, -1.037], [0.334, 0.096, 0.348], [0.050, 0.028, 1.243], [0.891, -0.844, -1.034], [0.028, 0.807, -0.030], [-0.007, -0.598, -0.447], [-0.157, -0.365, 0.365], [-0.081, -0.283, -1.008], [-0.386, 0.591, 0.986], [0.084, 0.107, 0.055], [-0.185, -0.088, 0.485], [-0.071, -0.143, 0.080], [-0.133, -0.180, -0.696], [-0.304, 0.094, -0.011], [-0.304, 0.183, -0.239], [0.082, 0.246, 0.095], [-0.208, -0.243, -0.180], [-0.025, -0.020, -0.230], [-0.229, 0.534, 0.550], [0.254, 0.350, -0.095], [-0.128, 0.211, -0.097], [0.279, -0.312, 0.015], [0.593, -0.052, -0.215], [-0.405, 0.055, -0.156], [0.867, 0.011, 0.152], [0.213, -0.719, -0.255], [0.111, 1.758, 0.252], [-1.375, -0.437, 0.220], [0.454, -0.388, 0.214], [0.465, 0.352, -0.423], [-1.222, 0.705, 0.882], [0.675, -0.044, 0.274], [-0.255, -0.007, -1.199], [-0.351, 0.536, -0.074], [-0.323, -0.114, 0.096], [-0.330, -0.325, 0.131], [-0.404, -0.134, 0.075], [-0.015, -0.553, -0.455], [0.147, -0.035, -0.054], [0.572, 0.173, -0.317], [0.119, 0.429, 0.053], [0.223, -0.033, -0.143], [-0.072, -0.485, 0.183], [-0.004, -0.008, 0.059], [0.259, -0.409, -0.642], [-0.107, -0.006, 0.440], [0.033, -0.070, 0.016], [0.083, 0.102, 0.298], [-0.739, 0.364, 1.137], [-0.049, -1.052, -0.592], [-0.192, 1.755, -0.624], [0.215, -0.941, 1.520], [0.726, 1.466, -1.332], [-0.234, -2.327, 1.351], [-0.688, 1.189, 0.533], [0.205, -0.698, -1.290], [-0.005, 0.930, 1.128], [0.487, 0.053, -0.155], [0.370, -0.130, 0.058], [0.182, 0.037, -0.579], [-0.519, -0.145, 0.771], [-0.578, -0.394, -0.489], [0.467, 0.652, -0.621], [-0.073, -0.255, 0.020], [-0.495, -1.000, 0.663], [0.763, 0.263, 0.098], [-0.225, 0.619, -0.756], [-0.102, -0.110, -0.314], [0.637, 0.149, -0.085], [0.120, -0.219, -0.554], [-0.062, -0.227, 0.057], [0.131, -0.264, -0.177], [0.389, 0.350, -1.096], [-0.496, -0.409, 1.239], [1.265, 0.434, -0.221], [0.150, 0.101, 1.051], [0.564, -1.058, -0.121], [-0.659, -1.001, -0.314], [0.622, 0.969, 0.412], [0.236, 0.079, -0.724], [-0.911, -0.665, 0.586], [-0.392, 0.198, -0.289], [0.139, -0.523, -0.283], [-0.316, 0.485, 0.871], [-0.886, -0.128, 0.743], [0.121, -0.027, 0.195], [-0.217, 0.002, -0.026], [0.079, -0.418, -0.177], [0.119, -0.027, -0.336], [-0.274, 0.897, 0.200], [-0.243, 0.037, 0.540], [0.329, -0.353, -0.080], [-0.306, -0.013, -0.388], [-0.045, 0.218, 0.195], [0.028, 0.045, -0.343], [0.528, 0.395, -0.005]], "gap_ha": 0.1963, "total_charge": 1}

=====

{"formula": "C2H4N2O", "method": "ωB97M-V with the def2-TZVPD basis set", "symbols": ["H", "N", "C", "O", "C", "N", "H", "H", "H"], "xyz": [[-0.994, 2.980, -0.844], [-1.045, 1.975, -0.779], [-0.224, 1.263, -0.246], [-0.686, -0.412, -0.373], [0.209, -1.168, 0.226], [0.103, -2.419, 0.277], [0.865, -2.877, 0.766], [0.708, 1.268, 0.293], [1.064, -0.610, 0.681]], "atomic_forces_ev_per_a": [[0.365, 0.105, 0.221], [-0.026, -0.181, -0.029], [-1.922, -3.454, -0.813], [0.852, 3.987, 0.166], [1.126, -0.119, 0.667], [-0.319, -0.503, -0.148], [0.025, 0.315, -0.007], [0.217, 0.142, 0.104], [-0.317, -0.291, -0.161]], "gap_ha": 0.3849}

=====

{"formula": "C27H25MnN6O4S5Se", "method": "ωB97M-V with the def2-TZVPD basis set", "symbols": ["Mn", "O", "C", "C", "C", "C", "C", "C", "C", "O", "N", "N", "C", "C", "C", "C", "C", "C", "C", "O", "H", "H", "H", "H", "H", "H", "H", "H", "H", "H", "C", "S", "C", "C", "S", "S", "C", "S", "S", "H", "H", "H", "Se", "N", "C", "C", "C", "C", "N", "C", "N", "H", "H", "H", "C", "N", "C", "C", "C", "O", "H", "H", "H", "H", "H", "H", "H", "H", "H"], "xyz": [[-1.217, 0.645, -0.646], [2.220, -2.295, -1.036], [1.439, -3.360, -1.268], [2.088, -4.590, -1.411], [1.366, -5.744, -1.629], [-0.024, -5.701, -1.707], [-0.667, -4.488, -1.564], [0.038, -3.302, -1.347], [-0.702, -2.020, -1.180], [-0.019, -0.919, -1.145], [-2.002, -2.091, -1.087], [-2.517, -0.804, -0.996], [-3.787, -0.683, -1.118], [-4.458, 0.600, -1.219], [-5.853, 0.630, -1.151], [-6.566, 1.802, -1.308], [-5.862, 2.979, -1.562], [-4.486, 2.979, -1.654], [-3.733, 1.797, -1.484], [-2.436, 1.849, -1.577], [1.646, -1.500, -0.933], [3.167, -4.602, -1.337], [1.888, -6.687, -1.736], [-0.593, -6.604, -1.878], [-1.745, -4.421, -1.617], [-4.379, -1.594, -1.199], [-6.377, -0.302, -0.969], [-7.646, 1.805, -1.245], [-6.402, 3.910, -1.694], [-3.938, 3.889, -1.859], [3.542, 0.495, -2.603], [4.489, 1.703, -1.636], [4.956, 0.752, -0.245], [4.136, 0.359, 0.770], [2.467, 0.640, 1.004], [4.972, -0.607, 1.982], [6.560, -0.617, 1.312], [7.862, -1.364, 2.017], [6.628, 0.236, -0.172], [3.494, 0.860, -3.627], [2.538, 0.368, -2.199], [4.051, -0.465, -2.581], [-2.562, 3.808, 1.988], [-1.400, 5.065, 1.482], [-0.545, 4.483, 0.665], [0.577, 5.086, 0.000], [1.326, 4.292, -0.801], [0.997, 2.901, -1.000], [-0.007, 2.311, -0.421], [-0.772, 3.086, 0.425], [-1.780, 2.529, 1.051], [0.804, 6.131, 0.158], [2.197, 4.677, -1.312], [1.628, 2.293, -1.634], [1.254, -0.857, 4.175], [0.223, -0.293, 3.321], [-0.186, 1.084, 3.510], [-0.210, -0.919, 2.209], [0.301, -2.302, 1.925], [-0.985, -0.355, 1.430], [1.498, -0.129, 4.944], [2.164, -1.066, 3.609], [0.917, -1.771, 4.668], [0.135, 1.418, 4.493], [-1.270, 1.166, 3.431], [0.259, 1.727, 2.748], [0.633, -2.845, 2.806], [1.147, -2.192, 1.243], [-0.484, -2.865, 1.424]], "atomic_forces_ev_per_a": [[0.228, -1.106, 0.486], [-0.019, 0.280, 0.065], [-0.075, -0.117, -0.044], [-0.024, 0.015, -0.004], [0.001, -0.010, 0.003], [0.013, 0.010, 0.000], [-0.039, 0.000, -0.042], [0.031, 0.064, 0.080], [-0.132, -0.238, -0.028], [-0.165, 0.613, -0.286], [0.028, 0.149, -0.034], [-0.333, 0.024, 0.231], [0.262, -0.178, -0.049], [0.058, 0.029, 0.024], [0.007, 0.052, 0.014], [0.017, 0.023, -0.001], [-0.051, -0.013, 0.010], [0.030, -0.043, 0.017], [-0.171, -0.189, -0.016], [0.363, 0.092, -0.110], [0.046, -0.054, -0.050], [0.027, 0.003, 0.002], [0.006, -0.010, -0.003], [-0.011, -0.012, -0.002], [0.003, -0.003, 0.000], [0.003, 0.020, -0.065], [-0.008, -0.025, 0.001], [-0.014, 0.000, 0.001], [-0.008, 0.021, 0.000], [0.016, 0.021, -0.015], [0.021, -0.047, 0.081], [-0.010, 0.011, -0.003], [-0.083, 0.018, 0.027], [0.025, 0.008, -0.031], [0.089, 0.040, -0.061], [-0.038, -0.004, 0.019], [0.086, -0.021, 0.013], [-0.050, 0.021, -0.022], [0.026, -0.015, -0.009], [-0.022, 0.022, -0.019], [0.002, -0.011, 0.023], [0.013, -0.028, -0.036], [0.230, 0.128, -0.156], [0.059, 0.035, -0.025], [-0.005, 0.066, 0.032], [-0.015, -0.135, -0.016], [-0.117, -0.046, 0.105], [-0.113, -0.128, 0.361], [-0.150, 0.274, -0.087], [0.117, -0.164, 0.018], [-0.144, 0.120, -0.071], [-0.009, 0.017, 0.006], [0.010, -0.014, -0.003], [-0.052, 0.018, -0.021], [0.142, -0.025, 0.019], [-0.266, -0.195, -0.017], [-0.020, 0.099, -0.044], [0.361, 0.093, -0.027], [-0.175, -0.033, -0.010], [-0.119, 0.412, -0.245], [0.018, -0.010, -0.016], [-0.014, 0.043, -0.019], [-0.027, 0.016, 0.005], [-0.009, 0.007, 0.011], [0.004, -0.016, -0.004], [0.052, -0.008, 0.038], [0.007, 0.011, 0.014], [0.072, -0.010, 0.025], [0.017, 0.032, -0.041]], "gap_ha": [0.1865, 0.1862], "spin_multiplicity": 2, "total_charge": -1, "s_squared": 0.775}

=====

{"formula": "C2H3F2P", "method": "ωB97M-V with the def2-TZVPD basis set", "symbols": ["C", "C", "F", "F", "P", "H", "H", "H"], "xyz": [[-0.273, 0.916, 0.022], [-0.059, -0.407, -0.551], [1.802, -0.928, -0.318], [-0.135, -0.799, -1.814], [-1.092, -0.700, 0.758], [0.629, 1.334, 0.513], [-0.772, 1.732, -0.473], [-0.100, -1.148, 1.864]], "atomic_forces_ev_per_a": [[1.448, -0.513, 0.705], [5.696, -0.667, -2.864], [-3.674, 1.154, -0.002], [-0.447, 0.528, 0.890], [-0.629, -0.387, 3.337], [-0.536, -0.703, -0.079], [-0.797, -0.341, -0.233], [-1.061, 0.928, -1.754]], "gap_ha": 0.3672}

=====

{"formula": "C7H7N3O2", "method": "ωB97M-V with the def2-TZVPD basis set", "symbols": ["N", "C", "C", "C", "C", "C", "C", "N", "O", "O", "C", "N", "H", "H", "H", "H", "H", "H", "H"], "xyz": [[0.972, 3.127, -0.598], [0.302, 2.239, -0.852], [-0.528, 1.014, -0.894], [-1.141, 1.003, 0.477], [-0.419, 0.774, 1.608], [1.014, 0.525, 1.479], [1.496, 0.197, 0.206], [2.881, -0.258, 0.127], [3.167, -0.720, -0.972], [3.667, -0.216, 1.059], [0.689, -0.088, -1.013], [0.363, -1.417, -1.153], [-1.145, 0.964, -1.809], [-2.202, 1.032, 0.477], [-0.948, 0.752, 2.504], [1.760, 0.676, 2.334], [1.270, 0.214, -1.931], [0.587, -2.018, -0.342], [0.173, -1.886, -2.077]], "atomic_forces_ev_per_a": [[0.529, 0.830, -0.234], [-1.010, -0.129, -0.457], [2.281, -0.146, -0.116], [0.345, -1.338, 0.360], [0.067, 0.258, -2.941], [1.568, -0.020, -1.607], [-0.098, -0.262, 3.761], [0.831, -0.405, -0.854], [0.394, 0.086, 0.284], [-0.809, 0.317, 0.003], [-0.194, 2.374, -1.420], [-1.078, -3.135, 0.172], [-0.068, 0.052, 0.876], [-0.814, 0.342, 0.448], [-0.389, -0.005, 1.580], [-1.267, -0.526, -1.415], [-0.507, 0.240, 0.999], [-0.457, 0.401, -1.252], [0.676, 1.067, 1.814]], "gap_ha": 0.3090}

=====

{"formula": "C3H7ClN2", "method": "ωB97M-V with the def2-TZVPD basis set", "symbols": ["C", "N", "N", "C", "C", "Cl", "H", "H", "H", "H", "H", "H", "H"], "xyz": [[3.314, -0.512, -0.337], [2.146, 0.092, 0.439], [1.006, 0.485, -0.257], [-0.070, 0.482, 0.433], [-1.374, 0.810, -0.255], [-2.505, -0.548, -0.022], [3.387, 0.148, -1.137], [4.187, -0.473, 0.282], [3.020, -1.492, -0.635], [1.853, -0.445, 1.247], [-0.068, 0.212, 1.474], [-1.288, 1.008, -1.350], [-1.796, 1.652, 0.178]], "atomic_forces_ev_per_a": [[-3.001, 0.828, 1.884], [0.391, 0.145, -0.069], [0.631, -0.857, 0.436], [0.270, 0.322, -1.897], [1.271, -0.916, -1.030], [-0.236, -0.147, -0.004], [0.557, 0.824, -1.679], [0.370, -0.108, 0.308], [0.294, -0.876, -0.442], [0.446, -0.183, 0.112], [-0.235, -0.170, 0.530], [0.318, -0.375, 0.956], [-1.076, 1.513, 0.895]], "gap_ha": 0.3601}